Molecular formula: C63H133N7O7
Method: DFT, wB97M-V/def2-TZVPD

The geometry in ORCA input format:
```
! RIJCOSX wB97M-V def2-TZVPD def2/J DEFGRID3
* xyz 0 1
C -5.444 -0.391 -5.648
C -3.951 -0.209 -5.321
C -3.606 -0.632 -3.873
C -3.636 -2.145 -3.719
C -2.556 -2.736 -4.608
C -2.656 -2.314 -6.081
N -2.995 -0.889 -6.216
O -3.113 -0.499 -7.552
C -1.323 -2.594 -6.729
C -3.750 -3.192 -6.750
C -3.592 1.285 -5.427
H -5.525 -0.474 -6.732
H -6.064 0.460 -5.351
H -5.952 -1.201 -5.120
H -2.613 -0.186 -3.775
H -4.323 -0.168 -3.194
H -4.643 -2.543 -3.841
H -3.357 -2.322 -2.674
H -2.578 -3.826 -4.578
H -1.607 -2.361 -4.211
H -1.302 -2.525 -7.817
H -0.537 -1.985 -6.277
H -1.022 -3.623 -6.508
H -4.095 -2.660 -7.640
H -3.386 -4.173 -7.055
H -4.644 -3.301 -6.133
H -3.692 1.553 -6.479
H -2.559 1.459 -5.124
H -4.271 1.883 -4.819
H -2.334 0.038 -7.737
C -0.770 -6.590 0.750
C 0.086 -6.646 -0.535
C -0.712 -6.052 -1.708
C -0.803 -4.507 -1.649
C 0.600 -3.926 -1.575
C 1.446 -4.443 -0.426
N 1.364 -5.917 -0.373
O 2.312 -6.529 0.480
C 2.909 -4.112 -0.784
C 1.053 -3.775 0.890
C 0.430 -8.115 -0.886
H -1.259 -5.617 0.769
H -0.066 -6.671 1.577
H -1.557 -7.342 0.716
H -0.197 -6.174 -2.664
H -1.653 -6.602 -1.704
H -1.296 -4.108 -0.751
H -1.361 -4.067 -2.476
H 0.488 -2.840 -1.616
H 1.040 -4.162 -2.552
H 3.301 -4.692 -1.615
H 2.958 -3.053 -1.057
H 3.574 -4.252 0.070
H 1.202 -2.706 0.750
H 0.093 -4.066 1.316
H 1.706 -4.240 1.639
H -0.556 -8.586 -0.908
H 0.967 -8.557 -0.046
H 1.018 -8.245 -1.789
H 1.965 -6.294 1.357
C 4.153 1.537 -6.742
C 2.826 1.617 -5.952
C 1.762 0.907 -6.769
C 0.458 0.784 -5.989
C 0.719 -0.084 -4.771
C 1.826 0.523 -3.875
N 2.970 0.930 -4.664
O 4.107 1.353 -3.942
C 1.112 1.687 -3.129
C 2.175 -0.582 -2.853
C 2.579 3.134 -5.821
H 4.869 2.307 -6.442
H 3.969 1.732 -7.799
H 4.717 0.613 -6.600
H 1.541 1.557 -7.621
H 2.142 -0.063 -7.092
H -0.293 0.336 -6.648
H 0.066 1.764 -5.714
H 1.097 -1.033 -5.169
H -0.186 -0.241 -4.185
H 0.221 1.362 -2.590
H 1.810 2.162 -2.435
H 0.823 2.473 -3.821
H 2.710 -0.141 -2.012
H 1.260 -1.075 -2.538
H 2.792 -1.275 -3.429
H 3.356 3.559 -5.183
H 1.614 3.445 -5.418
H 2.637 3.651 -6.782
H 4.622 0.540 -3.901
C 3.577 1.340 4.052
C 4.080 2.780 4.319
C 2.953 3.567 5.062
C 2.891 3.138 6.531
C 4.262 3.435 7.142
C 5.487 2.780 6.460
N 5.343 2.931 5.000
O 6.421 2.359 4.287
C 6.711 3.617 6.859
C 5.552 1.322 6.894
C 4.130 3.475 2.974
H 4.118 0.946 3.189
H 2.509 1.255 3.875
H 3.908 0.731 4.896
H 3.174 4.633 5.112
H 1.982 3.287 4.654
H 2.662 2.077 6.661
H 2.138 3.706 7.081
H 4.212 3.037 8.169
H 4.456 4.456 7.485
H 7.617 3.258 6.357
H 6.639 4.673 6.615
H 6.935 3.401 7.907
H 4.639 0.724 6.926
H 6.362 0.815 6.365
H 5.809 1.203 7.957
H 4.830 3.021 2.270
H 4.463 4.504 3.163
H 3.173 3.601 2.468
H 6.928 3.135 4.024
C -4.771 5.232 -3.235
C -3.953 5.664 -1.997
C -3.949 4.566 -0.953
C -3.112 3.329 -1.273
C -1.664 3.769 -1.598
C -1.574 4.897 -2.632
N -2.544 5.944 -2.296
O -2.390 7.093 -3.117
C -0.144 5.445 -2.512
C -1.709 4.247 -4.026
C -4.565 6.892 -1.306
H -4.793 4.142 -3.277
H -4.294 5.596 -4.147
H -5.789 5.617 -3.300
H -3.600 4.903 0.031
H -4.947 4.189 -0.699
H -3.512 2.816 -2.156
H -3.182 2.612 -0.454
H -1.174 2.858 -1.943
H -1.236 4.061 -0.635
H 0.595 4.653 -2.647
H 0.086 6.179 -3.289
H 0.056 5.937 -1.558
H -2.642 3.691 -4.108
H -1.639 4.970 -4.840
H -0.874 3.558 -4.168
H -4.981 7.586 -2.045
H -3.818 7.465 -0.754
H -5.425 6.728 -0.656
H -2.191 7.767 -2.458
C -4.313 -0.851 1.384
C -2.805 -1.013 1.211
C -2.484 -0.913 -0.277
C -0.973 -0.810 -0.514
C -0.399 0.430 0.184
C -0.730 0.444 1.694
N -2.137 0.108 1.887
O -2.575 0.282 3.222
C 0.239 -0.451 2.497
C -0.520 1.921 2.140
C -2.370 -2.398 1.728
H -4.654 -1.046 2.401
H -4.854 -1.394 0.608
H -4.639 0.185 1.223
H -2.868 -1.745 -0.872
H -2.946 -0.019 -0.710
H -0.836 -0.792 -1.598
H -0.413 -1.649 -0.090
H -0.819 1.283 -0.354
H 0.672 0.341 -0.011
H 0.537 -1.370 1.989
H 1.119 0.075 2.862
H -0.269 -0.771 3.413
H -1.354 2.516 1.763
H -0.480 2.035 3.224
H 0.432 2.226 1.707
H -2.914 -3.191 1.206
H -2.725 -2.571 2.747
H -1.293 -2.461 1.617
H -2.952 1.168 3.179
C 0.700 -4.121 6.653
C 0.556 -2.872 5.764
C -0.908 -2.530 5.491
C -1.561 -1.779 6.641
C -0.747 -0.513 6.925
C 0.760 -0.765 7.187
N 1.304 -1.685 6.175
O 2.685 -1.919 6.293
C 1.410 0.611 7.026
C 0.960 -1.285 8.594
C 1.098 -3.300 4.387
H 1.729 -4.152 7.022
H 0.399 -5.096 6.281
H 0.133 -3.956 7.579
H -1.020 -2.010 4.538
H -1.396 -3.509 5.438
H -1.689 -2.467 7.479
H -2.560 -1.477 6.317
H -1.109 -0.101 7.869
H -0.904 0.136 6.065
H 1.065 1.239 7.847
H 2.501 0.520 7.054
H 1.245 1.138 6.083
H 0.694 -0.489 9.301
H 0.341 -2.150 8.827
H 2.001 -1.467 8.867
H 2.126 -3.673 4.421
H 1.086 -2.437 3.717
H 0.527 -4.133 3.973
H 3.066 -1.258 5.704
*
```

Computed properties:
E_HOMO ... -8.16 eV
HOMO-LUMO gap ... 0.3158 Ha
Relative energy (zero: lowest compared OMol25 entry of this formula, charge and spin) ... 51.0 kcal/mol
SMILES ... CC1(C)CCCC(C)(C)N1O.CC1(C)CCCC(C)(C)N1O.CC1(C)CCCC(C)(C)N1O.CC1(C)CCCC(C)(C)N1O.CC1(C)CCCC(C)(C)N1O.CC1(C)CCCC(C)(C)N1O.CC1(C)CCCC(C)(C)N1O